1.
14
Properties=species:S:1:pos:R:3 method="wB97M-V/def2-TZVPD" e_tot_ha=-307.5961 gap_ev=10.8
O -2.1110 0.2475 0.9767
C -1.3766 -0.0145 0.0555
C 0.0964 -0.2808 0.1821
C 0.5434 -1.5437 -0.5829
O 1.1525 -0.7697 -1.6210
C 0.9496 0.4390 -0.8814
H -0.8963 1.8038 2.3570
H -0.4396 2.3408 2.5932
H -1.7691 -0.0857 -0.9840
H 0.4163 -0.1878 1.2214
H 1.2721 -2.1559 -0.0386
H -0.2569 -2.1868 -0.9691
H 1.8896 0.8472 -0.4904
H 0.4403 1.2062 -1.4779

***

2.
14
Properties=species:S:1:pos:R:3 method="wB97M-V/def2-TZVPD" e_tot_ha=-307.6410 gap_ev=11.4
C 0.3598 0.9183 1.6596
C 0.4832 0.8406 0.1604
O -0.6946 0.6768 -0.5944
C -0.0251 -0.3933 -1.3726
O 0.6536 -0.1821 -2.3335
C -0.6187 -1.6745 -0.8770
H -0.0918 1.8485 2.0113
H -0.2345 0.0803 2.0378
H 1.3774 0.8461 2.0615
H 1.1146 1.6030 -0.3026
H 1.0420 -0.1342 -0.0947
H -0.8346 -1.6379 0.1930
H -0.0578 -2.5705 -1.1374
H -1.5721 -1.6629 -1.4139

***

Going through the records in order, we get F_max values of 0.49; 2.44 eV/A.